Formula: C24H23AuGeN2O3
Source: the Open Molecules 2025 dataset
Level of theory: ωB97M-V/def2-TZVPD

The calculation puts the highest occupied orbital energy (alpha / beta) at -10.7 / -10.7 eV. The value obtained for the energy above the lowest of the compared OMol25 structures with the same formula, charge and spin is 1.7 kcal/mol. The total energy comes out at -94580.088 eV. As for the spin multiplicity: 2. The orbital gap (alpha / beta) comes out at 6.2 / 4.3 eV. As for the expectation value of S²: 0.7678. As for the total charge: +1. For the molecular weight, the calculation gives 657.04 g mol⁻¹.

Element x y z (Å)
Au (1.36345, -1.01915, -0.60159)
O (-0.47900, -1.71741, -1.36566)
N (-0.79107, -2.88102, -1.62129)
N (0.23316, -3.78284, -1.45209)
O (1.36098, -3.41977, -1.11348)
C (-0.07930, -5.14699, -1.72553)
C (0.96791, -6.06178, -1.65312)
C (0.69158, -7.39049, -1.90578)
C (-0.60447, -7.78655, -2.21950)
C (-1.63502, -6.85626, -2.28873)
C (-1.38602, -5.51966, -2.04377)
H (1.96564, -5.73023, -1.40680)
H (1.48758, -8.12016, -1.85951)
H (-0.81268, -8.83049, -2.41108)
H (-2.63823, -7.17343, -2.53592)
H (-2.17795, -4.78956, -2.09796)
C (4.02472, 0.29456, -0.12595)
O (3.16248, -0.82288, 0.00829)
H (5.03143, -0.10725, -0.00118)
H (3.84673, 1.03642, 0.65159)
H (3.96251, 0.75653, -1.11437)
C (1.01059, 2.24150, -1.86515)
Ge (0.59153, 1.31137, -0.21528)
C (1.53323, 2.02970, 1.30601)
C (2.44372, 3.08103, 1.18326)
C (3.12036, 3.56485, 2.29215)
C (2.91619, 2.98067, 3.53495)
C (2.01746, 1.93215, 3.67258)
C (1.32817, 1.46319, 2.56488)
C (-1.31553, 1.31691, 0.19489)
C (-2.06981, 0.17732, 0.29163)
C (-3.46441, 0.21676, 0.50969)
C (-4.09335, 1.41725, 0.62177)
C (-3.35742, 2.62628, 0.55734)
C (-4.01679, 3.87328, 0.70030)
C (-3.31967, 5.04310, 0.67158)
C (-1.91784, 5.01621, 0.51505)
C (-1.25817, 3.83109, 0.36900)
C (-1.95488, 2.59268, 0.36200)
H (0.74737, 3.28595, -1.70847)
H (0.41761, 1.85101, -2.69082)
H (2.06460, 2.16390, -2.12748)
H (2.61543, 3.54457, 0.21702)
H (3.81253, 4.38991, 2.18721)
H (3.45315, 3.34879, 4.39924)
H (1.85140, 1.48506, 4.64379)
H (0.60499, 0.66344, 2.68883)
H (-1.60311, -0.79448, 0.21151)
H (-4.02535, -0.70641, 0.56999)
H (-5.16332, 1.46958, 0.78194)
H (-5.09133, 3.87565, 0.83703)
H (-3.83162, 5.98889, 0.78706)
H (-1.36099, 5.94415, 0.51977)
H (-0.17919, 3.84306, 0.30019)

Forces on the atoms, in the same order (eV/Å):
-0.1 -0.2 -0.2
0.0 0.0 -0.2
0.2 -0.2 0.0
-0.2 0.2 -0.1
0.0 -0.2 0.0
0.0 0.0 0.0
0.0 0.0 0.0
0.0 0.0 0.0
0.0 0.0 0.0
0.0 0.0 0.0
0.0 0.0 0.0
0.0 0.0 0.0
0.0 0.0 0.0
0.0 0.0 0.0
0.0 0.0 0.0
0.0 0.0 0.0
-0.1 -0.2 0.0
0.2 0.2 0.1
0.0 0.0 0.0
0.0 0.0 0.0
0.0 0.0 0.0
0.1 -0.3 -0.2
-0.2 0.8 0.4
0.4 -0.2 0.2
-0.1 0.1 -0.1
0.0 0.0 0.0
0.0 0.0 0.0
0.0 0.0 0.0
-0.1 0.0 0.0
-0.1 -0.2 -0.1
0.0 -0.1 0.1
0.0 0.0 0.0
0.0 0.0 0.0
-0.1 0.0 0.0
0.0 0.0 0.0
0.0 0.0 0.0
0.0 0.1 0.0
0.0 -0.1 0.0
0.1 0.0 0.0
0.0 0.1 0.0
0.0 0.0 0.0
0.0 0.1 0.0
0.0 0.0 0.0
0.0 0.0 0.0
0.0 0.0 0.0
0.0 0.0 0.0
0.0 0.0 0.0
-0.1 0.1 0.1
0.0 0.0 0.0
0.0 0.0 0.0
0.0 0.0 0.0
0.0 0.0 0.0
0.0 0.0 0.0
0.0 0.0 0.0